(1)
{"formula": "C23H13Cl7IN2O4PSe2Ti", "method": "wB97M-V/def2-TZVPD", "energy_ha": -10807.772585, "charge": -2, "lumo_energy_ev": 3.319, "homo_lumo_gap_ev": 5.070, "species": ["Ti", "Cl", "C", "C", "Cl", "C", "Cl", "C", "O", "C", "O", "C", "Cl", "Se", "P", "Se", "C", "C", "C", "C", "C", "C", "C", "C", "C", "C", "C", "C", "H", "H", "H", "H", "H", "H", "H", "H", "H", "H", "Cl", "C", "Cl", "Cl", "C", "O", "O", "I", "C", "C", "N", "N", "C", "H", "H", "H"], "coordinates": [[0.248, 0.618, -0.846], [-3.213, 6.366, -2.180], [-2.555, 4.969, -1.383], [-2.974, 4.628, -0.110], [-4.159, 5.594, 0.714], [-2.441, 3.496, 0.529], [-2.946, 3.018, 2.111], [-1.481, 2.733, -0.112], [-0.939, 1.630, 0.345], [-1.046, 3.080, -1.412], [-0.172, 2.253, -1.914], [-1.592, 4.188, -2.040], [-1.067, 4.561, -3.652], [2.376, 0.866, 0.010], [-0.555, -0.953, 1.137], [-2.512, -1.862, 0.871], [0.646, -2.319, 1.462], [0.412, -3.602, 0.981], [1.351, -4.610, 1.163], [2.534, -4.349, 1.838], [2.777, -3.069, 2.322], [1.845, -2.062, 2.128], [-0.534, -0.133, 2.797], [0.294, 0.957, 3.054], [0.318, 1.544, 4.313], [-0.486, 1.052, 5.331], [-1.317, -0.032, 5.081], [-1.343, -0.615, 3.821], [-0.523, -3.796, 0.469], [1.153, -5.604, 0.775], [3.267, -5.136, 1.983], [3.703, -2.850, 2.842], [2.056, -1.061, 2.482], [0.914, 1.353, 2.260], [0.958, 2.401, 4.489], [-0.474, 1.517, 6.311], [-1.958, -0.420, 5.866], [-2.012, -1.440, 3.607], [0.365, -2.986, -4.104], [-1.078, -2.510, -3.187], [-2.292, -1.904, -4.320], [-1.701, -3.898, -2.305], [-0.668, -1.383, -2.171], [0.360, -1.570, -1.497], [-1.321, -0.329, -2.137], [1.704, 0.269, -7.133], [1.824, 0.246, -5.078], [2.887, -0.197, -4.318], [2.516, -0.046, -3.041], [1.293, 0.458, -2.929], [0.843, 0.646, -4.159], [3.851, -0.585, -4.596], [3.002, -0.185, -2.150], [-0.138, 1.062, -4.315]], "forces_ev_per_a": [[0.2, 0.1, 0.1], [0.0, 0.0, 0.0], [0.0, 0.0, -0.1], [0.0, 0.0, 0.1], [0.0, 0.0, 0.0], [0.1, 0.0, 0.1], [0.0, 0.0, 0.0], [-0.1, -0.1, -0.1], [-0.1, 0.1, 0.2], [-0.1, 0.0, 0.0], [0.0, 0.2, -0.2], [0.1, 0.1, 0.0], [0.0, 0.0, 0.0], [-0.1, -0.1, 0.0], [0.1, 0.0, 0.0], [0.0, 0.0, 0.0], [0.1, 0.0, 0.0], [0.0, 0.0, 0.0], [0.0, 0.0, 0.0], [0.0, 0.0, 0.0], [0.0, 0.0, 0.0], [0.0, 0.0, 0.0], [0.0, 0.0, 0.0], [0.0, 0.0, 0.0], [0.0, 0.0, 0.0], [0.0, 0.0, 0.0], [0.0, 0.0, 0.0], [0.0, 0.0, 0.0], [0.0, 0.0, 0.0], [0.0, 0.0, 0.0], [0.0, 0.0, 0.0], [0.0, 0.0, 0.0], [0.0, 0.0, 0.0], [0.0, 0.0, 0.0], [0.0, 0.0, 0.0], [0.0, 0.0, 0.0], [0.0, 0.0, 0.0], [0.0, 0.0, 0.0], [0.1, 0.0, -0.1], [0.0, 0.4, 0.2], [-0.1, -0.1, 0.0], [-0.1, -0.1, 0.0], [-0.1, -0.2, -0.2], [0.2, -0.2, 0.1], [-0.1, 0.1, -0.1], [0.0, 0.0, 0.0], [0.0, 0.0, 0.0], [0.0, 0.0, 0.0], [0.0, -0.1, 0.1], [0.0, -0.1, -0.1], [0.0, 0.0, 0.0], [0.0, 0.0, 0.0], [0.0, 0.0, 0.0], [0.0, 0.0, 0.0]], "mulliken_charge": [0.467, -0.254, 0.164, 0.431, -0.254, -0.100, -0.213, -0.234, 0.543, 0.127, -0.339, 0.314, -0.248, -0.849, 0.425, -0.637, 0.660, -0.116, -0.676, -0.406, -0.732, -0.495, 0.539, -0.024, -0.877, -0.411, -0.620, -0.521, 0.116, 0.361, 0.344, 0.365, 0.281, 0.029, 0.379, 0.340, 0.346, 0.311, -0.173, 0.622, -0.167, -0.133, 0.200, -0.370, -0.425, 0.044, -0.876, -0.107, -0.279, 0.763, -0.594, 0.443, -0.099, 0.615]}

=====

(2)
{"formula": "C23H13F2IrN5O3SSe", "method": "wB97M-V/def2-TZVPD", "energy_ha": -4487.167103, "charge": 1, "lumo_energy_ev": -5.457, "homo_lumo_gap_ev": 6.256, "species": ["Ir", "F", "C", "C", "C", "C", "C", "F", "C", "C", "C", "C", "C", "C", "N", "H", "H", "H", "H", "H", "H", "Se", "N", "C", "C", "C", "C", "N", "C", "N", "H", "H", "H", "O", "S", "O", "N", "C", "O", "C", "C", "C", "C", "C", "C", "H", "H", "H", "H"], "coordinates": [[0.455, 0.104, 0.004], [-2.972, -3.839, -1.020], [-1.773, -3.307, -1.253], [-1.430, -2.137, -0.595], [-0.183, -1.581, -0.832], [0.711, -2.200, -1.726], [0.307, -3.379, -2.348], [1.140, -3.992, -3.199], [-0.927, -3.953, -2.134], [1.996, -1.528, -1.892], [3.084, -1.952, -2.648], [4.251, -1.211, -2.637], [4.330, -0.060, -1.865], [3.217, 0.326, -1.155], [2.077, -0.379, -1.176], [-2.122, -1.722, 0.124], [-1.214, -4.868, -2.630], [3.012, -2.860, -3.223], [5.101, -1.536, -3.221], [5.233, 0.531, -1.817], [3.211, 1.215, -0.541], [1.494, 4.173, 0.344], [0.143, 4.890, -0.547], [-0.599, 3.903, -1.012], [-1.823, 3.973, -1.739], [-2.412, 2.793, -2.079], [-1.841, 1.535, -1.731], [-0.709, 1.427, -1.084], [-0.103, 2.603, -0.718], [0.998, 2.493, -0.016], [-2.253, 4.932, -1.996], [-3.342, 2.768, -2.628], [-2.335, 0.622, -2.036], [-2.608, -0.176, 5.705], [-2.414, 0.911, 4.803], [-2.382, 2.255, 5.285], [-1.063, 0.637, 3.867], [-1.383, 0.465, 2.635], [-0.439, 0.270, 1.756], [-2.838, 0.521, 2.300], [-3.504, 0.330, 1.104], [-4.891, 0.423, 1.084], [-5.601, 0.703, 2.245], [-4.938, 0.883, 3.456], [-3.565, 0.784, 3.448], [-2.960, 0.088, 0.205], [-5.429, 0.262, 0.159], [-6.680, 0.766, 2.210], [-5.477, 1.088, 4.370]], "forces_ev_per_a": [[-0.5, -0.2, -0.4], [0.0, 0.0, 0.0], [0.0, 0.0, 0.0], [0.0, 0.0, 0.1], [-0.3, -0.1, 0.2], [0.0, 0.1, 0.0], [0.0, 0.1, 0.0], [0.0, 0.0, 0.0], [0.0, 0.0, 0.0], [0.0, 0.0, 0.0], [0.0, 0.0, 0.0], [0.0, 0.0, 0.0], [0.0, 0.0, 0.0], [0.0, 0.0, 0.0], [-0.4, 0.3, -0.4], [0.0, 0.0, 0.0], [0.0, 0.0, 0.0], [0.0, 0.0, 0.0], [0.0, 0.0, 0.0], [0.0, 0.0, 0.0], [0.0, 0.0, 0.0], [-0.3, 0.0, -0.2], [0.2, 0.0, 0.2], [0.0, -0.2, 0.0], [-0.1, -0.1, -0.1], [0.0, 0.2, 0.0], [0.2, -0.5, -0.2], [0.8, -0.1, 0.4], [0.2, -0.1, 0.1], [0.1, 0.7, 0.4], [0.0, 0.0, 0.0], [0.0, 0.0, 0.0], [0.0, -0.1, 0.1], [0.0, -0.1, 0.1], [0.1, -0.1, -0.3], [0.0, 0.1, 0.0], [-0.2, 0.0, 0.1], [0.1, 0.2, 0.1], [0.0, -0.1, -0.2], [-0.1, 0.0, 0.1], [0.0, 0.0, 0.0], [0.0, 0.0, 0.0], [0.0, 0.0, 0.1], [0.0, 0.0, 0.0], [0.1, 0.0, 0.1], [0.0, 0.0, -0.1], [0.0, 0.0, 0.0], [0.0, 0.0, 0.0], [0.0, 0.0, 0.0]], "mulliken_charge": [0.411, -0.309, 0.216, -0.285, 0.436, -0.454, 0.451, -0.313, -0.869, 0.917, -0.879, -0.327, -0.886, 0.227, -0.096, 0.603, 0.520, 0.528, 0.453, 0.421, 0.376, 0.372, -0.722, 0.485, -0.513, -0.817, -0.091, -0.112, 0.708, -0.541, 0.491, 0.447, 0.621, -0.617, 1.167, -0.617, -0.581, 0.568, -0.761, 0.617, 1.032, -1.329, -0.493, -0.665, -0.313, 0.215, 0.430, 0.415, 0.462]}

=====

(3)
{"formula": "C23H13GdN7O7S", "method": "wB97M-V/def2-TZVPD", "energy_ha": -2957.583349, "s2": 16.12, "charge": 1, "lumo_energy_ev": [-3.887, -7.846], "multiplicity": 8, "homo_lumo_gap_ev": [5.978, 3.918], "species": ["Gd", "O", "C", "O", "C", "C", "C", "C", "C", "C", "O", "N", "O", "O", "N", "O", "O", "H", "H", "N", "C", "C", "C", "C", "C", "C", "N", "C", "C", "C", "S", "C", "N", "H", "H", "H", "H", "H", "H", "H", "N", "C", "C", "C", "C", "N", "C", "C", "H", "H", "H", "H"], "coordinates": [[0.590, -0.230, -0.500], [4.703, 0.436, -0.297], [3.532, 0.709, -0.432], [2.609, -0.208, -0.588], [3.090, 2.176, -0.418], [4.080, 3.141, -0.400], [3.762, 4.498, -0.391], [2.446, 4.926, -0.387], [1.433, 3.978, -0.384], [1.720, 2.581, -0.408], [0.746, 1.733, -0.403], [0.062, 4.404, -0.356], [-0.155, 5.594, -0.386], [-0.817, 3.559, -0.293], [4.830, 5.476, -0.380], [4.511, 6.642, -0.376], [5.962, 5.056, -0.373], [5.118, 2.833, -0.393], [2.214, 5.983, -0.382], [-3.430, -0.314, 1.419], [-4.025, -0.335, 0.180], [-5.351, -0.340, -0.234], [-5.576, -0.363, -1.595], [-4.523, -0.375, -2.520], [-3.206, -0.393, -2.118], [-2.960, -0.382, -0.746], [-1.768, -0.406, -0.057], [-2.086, -0.346, 1.238], [-1.082, -0.355, 2.286], [-1.275, -0.310, 3.643], [0.220, -0.297, 4.472], [1.029, -0.366, 2.967], [0.250, -0.402, 1.921], [-3.924, -0.214, 2.291], [-6.162, -0.326, 0.475], [-6.590, -0.366, -1.961], [-4.763, -0.369, -3.571], [-2.383, -0.398, -2.823], [-2.200, -0.283, 4.184], [2.106, -0.386, 2.906], [0.581, -8.073, -0.361], [0.640, -6.932, -0.370], [0.649, -5.511, -0.380], [-0.406, -4.816, 0.217], [-0.420, -3.439, 0.131], [0.537, -2.719, -0.479], [1.574, -3.394, -0.999], [1.669, -4.776, -0.983], [-1.195, -5.347, 0.725], [-1.245, -2.883, 0.564], [2.364, -2.793, -1.441], [2.512, -5.278, -1.433]], "forces_ev_per_a": [[-1.7, -2.4, -0.6], [-0.5, 0.2, 0.0], [1.5, 0.8, 0.2], [1.1, -0.4, 0.0], [-0.7, -0.1, 0.0], [0.1, 0.3, 0.0], [-0.8, -1.0, 0.0], [0.0, 0.0, 0.0], [1.2, -1.0, -0.1], [1.2, 1.7, 0.1], [0.1, 1.0, -0.1], [-0.9, 0.2, 0.1], [0.1, 0.4, 0.0], [-0.2, 0.4, 0.0], [0.1, 0.2, 0.0], [-0.1, 0.4, 0.0], [0.4, -0.1, 0.0], [0.0, 0.0, 0.0], [0.0, -0.1, 0.0], [0.3, 0.0, 0.3], [0.3, -0.1, -1.0], [0.0, 0.0, 0.1], [0.0, 0.0, 0.2], [0.1, 0.0, -0.1], [0.1, 0.0, 0.1], [-0.8, 0.0, 0.3], [-0.6, 0.1, 1.2], [-0.3, -0.1, -0.8], [0.1, 0.0, 1.1], [0.2, 0.0, -0.5], [-0.1, 0.0, -0.6], [-0.1, 0.0, 0.2], [-0.3, 0.2, 0.1], [0.1, 0.0, 0.0], [-0.1, 0.0, 0.0], [-0.1, 0.0, 0.0], [0.0, 0.0, -0.1], [-0.1, 0.0, -0.1], [-0.2, 0.0, 0.1], [0.1, 0.0, 0.0], [0.0, -1.5, 0.0], [0.1, 1.9, -0.1], [2.5, -2.5, -1.4], [-1.8, 0.5, 1.0], [0.4, 2.0, -0.4], [-3.7, 1.4, 1.9], [3.0, -2.2, -1.4], [-0.3, -0.1, 0.1], [-0.1, 0.0, 0.1], [0.0, 0.0, 0.0], [0.0, -0.1, 0.1], [0.1, 0.0, 0.0]], "mulliken_charge": [1.167, -0.628, 0.502, -0.566, 0.375, -0.500, -0.429, -0.191, -0.847, 1.016, -0.514, 1.068, -0.655, -0.623, 1.082, -0.623, -0.618, 0.632, 0.641, 0.013, 0.916, -1.147, -0.502, -0.731, -0.859, 0.269, 0.371, 0.114, -0.019, -0.495, -0.074, -0.279, 0.231, 0.223, 0.439, 0.417, 0.427, 0.388, 0.403, 0.495, -0.412, -0.065, 0.503, -0.805, 0.170, -0.218, -0.298, -0.686, 0.510, 0.414, 0.494, 0.506]}